one.
Density functional theory data (wB97M-V/def2-TZVPD) for 3 unconnected molecules or ions with the total composition C4H14N2O3.

Output
HOMO-LUMO gap ... 9.80 eV
SMILES string ... NCCNCC=O.O.O

```
! wB97M-V def2-TZVPD RIJCOSX def2/J DEFGRID3
* xyz 0 1
N -0.111 -0.194 -2.256
C -1.089 -0.979 -1.508
C -1.553 -0.111 -0.349
N -0.335 -0.058 0.632
C -0.862 -0.440 1.956
C 0.538 -0.062 2.560
O 1.275 -0.956 2.824
H 0.438 0.554 -1.801
H 0.576 -0.828 -2.414
H -0.776 -1.965 -1.414
H -1.876 -1.016 -2.355
H -2.420 -0.388 0.289
H -1.559 1.000 -0.569
H 0.283 -0.790 0.268
H -1.677 0.376 2.280
H -1.378 -1.548 2.128
H 0.604 0.986 2.601
O 2.379 -0.611 -0.614
H 2.568 0.041 -1.419
H 2.899 0.042 -0.067
O 1.066 2.400 -0.340
H 0.407 2.706 -0.799
H 0.604 1.842 0.367
*
```

---

two.
Density functional theory data (wB97M-V/def2-TZVPD) for 3 unconnected molecules or ions with the total composition C4H14N2O3.

Output
HOMO-LUMO gap ... 10.35 eV
SMILES string ... C[C@H](N)CC(N)=O.O.O

```
! wB97M-V def2-TZVPD RIJCOSX def2/J DEFGRID3
* xyz 0 1
C 1.813 0.509 -0.497
C 0.318 0.258 -0.552
N -0.503 1.494 -0.473
C -0.099 -0.693 0.592
C 0.001 -2.143 0.148
N -1.027 -2.574 -0.631
O 0.941 -2.854 0.450
H 2.122 1.018 0.420
H 2.175 1.123 -1.322
H 2.386 -0.421 -0.479
H 0.046 -0.197 -1.505
H -0.283 2.113 -1.252
H -0.320 2.006 0.386
H 0.546 -0.580 1.464
H -1.114 -0.473 0.924
H -1.023 -3.515 -0.971
H -1.813 -1.969 -0.845
O 1.389 2.404 2.548
H 0.951 1.777 1.982
H 1.960 1.930 3.142
O -2.876 -0.093 -1.034
H -2.208 0.551 -0.760
H -3.380 0.329 -1.733
*
```

---

In kJ/mol, relative to the most stable structure: one 465.5; two 0.0.

---

one.
Density functional theory data (wB97M-V/def2-TZVPD) for C19H20N2O3S in the gas phase.

Output
HOMO-LUMO gap ... 8.40 eV
SMILES string ... COc1cccc(NC(=O)N(Cc2ccco2)[C@H](C)c2cccs2)c1

```
! wB97M-V def2-TZVPD RIJCOSX def2/J DEFGRID3
* xyz 0 1
C 4.350 -1.584 -2.678
O 4.805 -1.836 -1.373
C 3.985 -1.529 -0.326
C 4.495 -1.790 0.947
C 3.733 -1.508 2.061
C 2.462 -0.968 1.946
C 1.953 -0.705 0.682
N 0.680 -0.180 0.457
C -0.165 0.414 1.359
O 0.057 0.502 2.549
N -1.307 0.949 0.801
C -2.249 1.587 1.710
C -3.475 0.763 1.921
C -3.704 -0.334 2.698
C -5.043 -0.723 2.451
C -5.528 0.163 1.541
O -4.587 1.065 1.210
C -1.776 0.721 -0.560
C -2.149 -0.743 -0.815
C -0.793 1.262 -1.564
C -0.095 2.429 -1.484
C 0.746 2.652 -2.597
C 0.675 1.654 -3.513
S -0.424 0.419 -3.039
C 2.716 -0.988 -0.453
H 5.158 -1.897 -3.338
H 3.450 -2.163 -2.911
H 4.147 -0.519 -2.836
H 5.484 -2.210 1.030
H 4.132 -1.711 3.043
H 1.873 -0.741 2.817
H 0.459 -0.058 -0.521
H -2.532 2.564 1.307
H -1.721 1.714 2.658
H -3.002 -0.797 3.360
H -5.568 -1.546 2.892
H -6.487 0.260 1.072
H -2.697 1.314 -0.653
H -2.882 -1.064 -0.079
H -1.284 -1.397 -0.741
H -2.584 -0.847 -1.806
H -0.170 3.102 -0.649
H 1.374 3.517 -2.706
H 1.193 1.561 -4.446
H 2.297 -0.775 -1.426
*
```

---

two.
Density functional theory data (wB97M-V/def2-TZVPD) for a molecular structure, C19H20N2O3S.

Output
HOMO-LUMO gap ... 8.98 eV

```
! wB97M-V def2-TZVPD RIJCOSX def2/J DEFGRID3
* xyz 0 1
C 2.554 -2.904 0.952
C 1.630 -3.857 0.376
C 1.985 -5.117 -0.031
C 1.247 -6.169 -0.491
C 0.064 -5.876 -0.700
C -0.514 -4.736 -0.151
C 0.391 -3.808 0.441
O -0.089 -2.484 0.558
C -1.368 -2.019 0.275
C -1.476 -1.592 -1.106
H -2.666 -1.251 -1.307
H -1.450 -2.627 -1.853
S -0.030 -0.423 -1.720
C -0.922 0.970 -0.858
N -1.939 1.059 -0.394
C -2.016 2.282 0.287
C -2.891 3.062 0.956
C -2.787 4.302 1.274
C -1.791 5.106 0.729
C -0.733 4.339 0.192
C -0.850 3.013 -0.319
N -0.208 1.987 -0.784
C 1.104 2.264 -1.375
H 1.312 3.256 -1.521
H 1.203 1.663 -2.570
C 2.229 1.947 -0.369
C 2.337 2.821 0.859
O 2.410 3.927 0.828
O 1.545 2.121 1.958
H 1.436 2.848 2.674
H 1.972 0.840 -0.114
H 3.305 1.940 -0.916
H 0.173 4.935 -0.189
H -1.430 6.051 1.060
H -3.520 4.850 1.757
H -4.142 2.493 1.189
H -1.449 -1.010 0.789
H -2.213 -2.687 0.943
H -1.701 -4.516 -0.286
H -0.938 -6.822 -0.873
H 1.634 -7.127 -0.585
H 3.069 -5.654 0.293
H 2.339 -2.730 1.898
H 3.741 -3.334 0.922
H 2.471 -2.176 0.136
*
```

---

In kJ/mol, relative to the most stable structure: one 0.0; two 1349.0.

---

one.
Density functional theory data (wB97M-V/def2-TZVPD) for C3H5FN2O2 in the gas phase.

Output
HOMO-LUMO gap ... 9.18 eV
SMILES string ... NC(=O)N(O)/C=C/F

```
! wB97M-V def2-TZVPD RIJCOSX def2/J DEFGRID3
* xyz 0 1
N -0.169 1.538 -0.770
C -1.224 0.647 -0.344
O -2.413 1.002 -0.320
N -0.827 -0.468 0.284
O -1.818 -1.535 0.531
C 0.538 -0.736 0.625
C 1.783 -0.383 -0.102
F 2.943 -0.855 0.276
H 0.774 0.891 -1.066
H 0.258 2.067 0.073
H -2.638 -1.186 0.055
H 0.659 -1.266 1.809
H 2.134 0.284 -1.051
*
```

---

two.
Density functional theory data (wB97M-V/def2-TZVPD) for C3H5FN2O2 in the gas phase.

Output
HOMO-LUMO gap ... 9.32 eV
SMILES string ... NC(=O)N(O)/C=C/F

```
! wB97M-V def2-TZVPD RIJCOSX def2/J DEFGRID3
* xyz 0 1
N -0.097 -1.953 -0.519
C -0.252 -1.277 0.706
O -0.527 -1.754 1.780
N -0.142 0.152 0.668
O -0.245 0.766 1.923
C 0.162 1.063 -0.310
C 0.427 0.882 -1.624
F 0.634 1.959 -2.400
H 0.789 -1.661 -0.851
H -0.706 -1.493 -1.222
H -0.404 -0.030 2.479
H 0.192 2.086 0.084
H 0.250 -0.032 -2.187
*
```

---

In kJ/mol, relative to the most stable structure: one 281.0; two 0.0.

---

one.
Density functional theory data (wB97M-V/def2-TZVPD) for C6H7NO3S2 in the gas phase.

Output
HOMO-LUMO gap ... 8.16 eV

```
! wB97M-V def2-TZVPD RIJCOSX def2/J DEFGRID3
* xyz 0 1
C 0.954 0.340 -1.862
C -0.011 1.098 0.429
C 0.382 -1.007 -2.238
C 0.245 -1.004 1.892
C -0.420 0.336 1.722
C -0.413 -0.862 -0.891
N 0.137 0.430 -0.698
O 1.710 1.192 -2.263
O 0.636 3.333 -0.725
O -1.830 0.281 1.921
S 0.010 -2.114 0.439
S 0.260 2.730 0.598
H -0.099 -0.843 -3.224
H 1.131 -1.795 -2.373
H 1.344 -0.813 1.987
H -0.059 -1.677 2.651
H -0.112 1.041 2.470
H -1.487 -0.774 -0.998
H -2.381 0.107 1.161
*
```

---

two.
Density functional theory data (wB97M-V/def2-TZVPD) for a molecular structure, C6H7NO3S2.

Output
HOMO-LUMO gap (alpha / beta) ... 7.05 / 7.37 eV

```
! wB97M-V def2-TZVPD RIJCOSX def2/J DEFGRID3
* xyz 0 1
C 0.330 1.803 1.805
C 0.659 1.816 0.439
C -0.427 0.692 2.244
C -0.066 1.069 -0.465
C -1.063 -0.108 1.311
C -0.945 0.120 -0.020
N 0.717 -2.111 -2.759
O -1.645 -0.577 -2.489
O 0.299 -3.893 -1.033
O 1.408 -1.908 -0.103
S -1.877 -0.999 -1.121
S 0.482 -2.467 -1.082
H 0.969 2.515 2.291
H 1.319 2.617 0.104
H -0.712 0.636 3.305
H 0.146 1.090 -1.527
H -1.599 -0.939 1.847
H 0.101 -1.473 -3.138
H 0.899 -2.957 -3.203
*
```

---

In kJ/mol, relative to the most stable structure: one 0.0; two 77.6.

---

one.
Density functional theory data (wB97M-V/def2-TZVPD) for a gas-phase ion, C6H11N4 (charge +1).

Output
HOMO-LUMO gap ... 7.87 eV

```
! wB97M-V def2-TZVPD RIJCOSX def2/J DEFGRID3
* xyz 1 1
C 0.461 -1.537 -1.243
C -0.418 -2.155 0.848
C 1.145 2.737 0.575
C 0.384 2.162 1.727
C 0.071 1.534 0.358
C -1.150 1.770 -0.422
N 0.634 -0.370 -0.918
N -0.150 -2.550 -0.370
N 0.742 0.390 -0.011
N -0.054 -3.756 -1.004
H 0.798 -1.949 -2.163
H -0.789 -3.046 1.413
H 0.654 3.428 -0.103
H 2.183 2.579 0.572
H 0.927 1.543 2.391
H -0.482 2.614 2.196
H -1.438 2.731 -0.572
H -1.947 1.070 -0.114
H -0.911 1.559 -1.576
H 0.370 -4.479 -0.365
H -1.033 -4.273 -1.222
*
```

---

two.
Density functional theory data (wB97M-V/def2-TZVPD) for a gas-phase ion, C6H11N4 (charge +1).

Output
HOMO-LUMO gap (alpha / beta) ... 7.24 / 7.24 eV
SMILES string ... C=C1N=N[C@H]([C@@H](C)N)[N+]1=C

```
! wB97M-V def2-TZVPD RIJCOSX def2/J DEFGRID3
* xyz 1 1
C 0.703 3.185 -0.205
C 0.901 1.967 0.327
N 2.220 1.409 0.231
N 2.217 0.266 0.645
C 0.913 -0.159 0.991
C 0.747 -1.301 -0.217
C -0.662 -1.854 -0.001
N 0.908 -0.678 -1.527
N 0.059 1.063 0.919
C -1.184 1.296 1.328
H -0.280 3.530 -0.236
H 1.464 3.848 -0.602
H 0.768 -0.587 1.895
H 1.525 -2.080 -0.224
H -0.612 -2.357 0.863
H -0.825 -2.526 -0.952
H -1.535 -1.094 -0.062
H 0.064 -0.675 -2.046
H 1.620 -1.012 -2.108
H -1.683 2.121 0.846
H -1.760 0.813 2.001
*
```

---

In kJ/mol, relative to the most stable structure: one 302.5; two 0.0.

---

one.
Density functional theory data (wB97M-V/def2-TZVPD) for C2H3NO in the gas phase.

Output
HOMO-LUMO gap ... 12.14 eV
SMILES string ... N#CCO

```
! wB97M-V def2-TZVPD RIJCOSX def2/J DEFGRID3
* xyz 0 1
N -0.668 0.261 1.958
C -0.725 0.136 0.808
C -0.173 0.068 -0.565
O 1.005 -0.694 -0.451
H -0.783 -0.378 -1.356
H 0.009 1.118 -0.832
H 1.335 -0.511 0.439
*
```

---

two.
Density functional theory data (wB97M-V/def2-TZVPD) for a molecular structure, C2H3NO.

Output
HOMO-LUMO gap ... 9.87 eV

```
! wB97M-V def2-TZVPD RIJCOSX def2/J DEFGRID3
* xyz 0 1
C 1.700 -0.440 0.119
C -0.907 0.083 -0.111
N 2.749 -0.162 -0.207
O 0.014 -0.426 0.861
H -0.363 0.713 -0.762
H -1.466 0.756 0.615
H -1.728 -0.524 -0.516
*
```

---

In kJ/mol, relative to the most stable structure: one 0.0; two 348.6.